1.
A 11-piece molecular cluster, C43H64N11O5 overall in a non-equilibrium geometry, computed with ωB97M-V/def2-TZVPD.

```
! RIJCOSX wB97M-V def2-TZVPD def2/J DEFGRID3
* xyz 1 1
C -1.524 -0.886 1.039
C -1.639 0.451 0.346
C -1.272 1.610 1.189
C 0.197 1.843 1.255
C 0.795 2.049 -0.145
C 0.479 0.877 -1.098
N -0.945 0.371 -1.000
O -1.342 -0.533 -1.827
C 1.433 -0.368 -0.798
C 0.671 1.345 -2.532
C -3.165 0.620 -0.037
H -1.674 -1.595 0.245
H -2.264 -0.885 1.825
H -0.448 -1.219 1.426
H -1.324 1.491 2.215
H -1.751 2.359 0.843
H 0.700 0.976 1.824
H 0.456 2.721 1.805
H 1.772 2.229 -0.107
H 0.485 2.848 -0.534
H 2.321 -0.033 -1.097
H 1.215 -1.213 -1.490
H 1.347 -0.917 0.196
H 0.343 0.662 -3.181
H 1.678 1.689 -2.901
H 0.017 2.042 -2.825
H -3.407 -0.102 -0.619
H -3.406 1.575 -0.493
H -3.876 0.668 0.895
N 3.091 -1.494 -3.999
C 3.949 -0.756 -3.291
C 3.870 0.583 -4.008
C 2.963 0.440 -5.244
C 2.484 -0.914 -5.112
H 2.863 -2.486 -3.656
H 4.442 -1.071 -2.376
H 4.073 1.678 -3.745
H 2.579 1.126 -6.145
H 1.670 -1.542 -5.623
N 5.202 0.689 0.780
C 4.851 -0.318 1.583
C 3.824 0.237 2.536
C 3.612 1.731 2.142
C 4.559 1.903 0.957
H 5.841 0.556 0.064
H 5.638 -1.323 1.402
H 3.475 -0.300 3.437
H 2.809 2.376 2.661
H 4.906 2.628 0.162
N -3.401 -3.548 -2.834
C -4.719 -3.319 -3.220
C -5.406 -2.985 -1.902
C -4.431 -3.286 -0.735
C -3.091 -3.622 -1.479
H -2.677 -3.734 -3.537
H -5.078 -3.317 -4.121
H -6.346 -2.508 -1.928
H -4.723 -3.382 0.307
H -2.259 -3.931 -1.159
N -2.837 5.457 2.966
C -4.188 5.373 2.539
C -4.720 3.999 2.570
C -3.590 3.104 2.987
C -2.424 4.074 3.240
H -2.334 6.281 2.782
H -4.870 6.082 2.302
H -5.570 3.615 2.497
H -3.537 1.956 3.113
H -1.352 3.983 3.598
N 0.497 0.990 5.136
C 0.977 -0.339 4.753
C -0.348 -0.930 4.282
C -1.520 0.042 4.521
C -0.832 1.223 5.205
H 1.002 1.673 5.449
H 1.993 -0.687 4.712
H -0.186 -2.027 3.833
H -2.563 -0.051 4.468
H -1.252 2.108 5.679
N 1.832 -4.331 -3.841
C 3.003 -4.988 -3.883
C 3.548 -4.879 -2.390
C 2.484 -4.146 -1.655
C 1.422 -3.795 -2.599
H 1.129 -4.245 -4.635
H 3.606 -5.361 -4.628
H 4.369 -5.548 -1.893
H 2.546 -4.001 -0.571
H 0.525 -3.305 -2.571
N -2.921 -6.347 2.830
C -2.848 -5.987 4.188
C -2.796 -4.439 4.373
C -2.892 -4.005 2.953
C -2.811 -5.198 1.940
H -3.031 -7.354 2.635
H -2.999 -6.972 4.588
H -2.924 -3.814 5.282
H -2.842 -3.078 2.497
H -3.109 -5.473 0.891
N 2.491 6.565 -2.736
C 3.739 6.808 -3.286
C 4.505 5.419 -3.297
C 3.522 4.491 -2.615
C 2.140 5.286 -2.352
H 1.731 7.416 -2.818
H 4.056 7.698 -3.620
H 5.480 5.085 -3.681
H 3.704 3.427 -2.378
H 1.176 4.913 -2.047
C 1.213 -5.493 1.647
N 0.856 -4.095 1.641
O 0.175 -3.690 0.608
O 1.159 -3.430 2.548
H 0.511 -6.322 1.522
H 1.659 -5.383 2.579
H 1.874 -5.807 0.838
C -3.015 5.755 -1.297
N -2.010 4.710 -1.207
O -2.107 3.754 -1.855
O -0.933 5.078 -0.757
H -3.891 5.574 -1.425
H -2.794 6.597 -2.112
H -3.349 6.256 -0.408
*
```

The value obtained for the gap between HOMO and LUMO is 4.04 eV.


2.
C43H66BN7O3PbS2 as an isolated structure, computed with ωB97M-V/def2-TZVPD.

```
! RIJCOSX wB97M-V def2-TZVPD def2/J DEFGRID3
* xyz 1 2
Pb 0.139 0.803 0.686
C -4.266 2.401 2.497
C -3.460 1.102 2.471
C -2.122 1.288 3.166
C -3.348 0.539 1.081
C -4.397 0.360 0.173
C -3.846 -0.248 -0.936
C -4.577 -0.446 -2.241
C -3.905 0.343 -3.368
C -4.867 -1.890 -2.645
N -2.532 -0.463 -0.677
N -2.227 0.050 0.555
B -1.489 -1.391 -1.395
N -0.527 -0.529 -2.274
N -0.013 0.629 -1.748
C 0.615 1.283 -2.728
C 0.497 0.551 -3.904
C -0.227 -0.584 -3.598
C -0.436 -1.665 -4.636
C 0.681 -2.709 -4.519
C -1.806 -2.316 -4.798
C 1.344 2.599 -2.638
C 2.866 2.423 -2.672
C 0.936 3.497 -1.482
N -0.706 -2.213 -0.310
N 0.111 -1.581 0.587
C 0.609 -2.502 1.416
C 0.102 -3.748 1.059
C -0.737 -3.537 -0.017
C -1.504 -4.655 -0.674
C -0.911 -5.042 -2.027
C -3.015 -4.451 -0.746
C 1.483 -2.274 2.623
C 2.628 -1.289 2.427
C 0.649 -1.919 3.854
H -4.474 2.694 3.527
H -5.221 2.296 1.982
H -3.704 3.211 2.026
H -4.028 0.355 3.038
H -1.547 2.096 2.703
H -1.543 0.369 3.152
H -2.278 1.557 4.213
H -5.428 0.649 0.288
H -5.550 0.019 -2.058
H -2.864 0.044 -3.497
H -3.920 1.413 -3.160
H -4.429 0.176 -4.311
H -3.988 -2.379 -3.055
H -5.637 -1.899 -3.418
H -5.229 -2.474 -1.799
H -2.055 -2.150 -2.102
H 0.888 0.815 -4.873
H -0.260 -1.126 -5.571
H 0.615 -3.262 -3.582
H 1.662 -2.235 -4.558
H 0.611 -3.428 -5.337
H -2.067 -2.977 -3.977
H -1.791 -2.918 -5.708
H -2.595 -1.573 -4.907
H 1.065 3.118 -3.561
H 3.246 2.107 -1.698
H 3.338 3.373 -2.924
H 3.172 1.676 -3.404
H 1.166 3.054 -0.509
H -0.125 3.729 -1.510
H 1.492 4.435 -1.534
H 0.300 -4.692 1.538
H -1.333 -5.496 0.004
H -0.947 -4.199 -2.712
H -1.478 -5.861 -2.472
H 0.129 -5.356 -1.928
H -3.292 -3.818 -1.581
H -3.403 -3.999 0.169
H -3.506 -5.415 -0.884
H 1.953 -3.243 2.817
H 2.032 0.498 3.069
H 3.222 -1.556 1.552
H 3.284 -1.326 3.301
H 0.219 -0.927 3.761
H 1.275 -1.918 4.748
H -0.162 -2.633 3.997
O 1.061 1.362 4.436
N 0.925 2.520 4.929
C 0.492 2.624 6.224
C 0.342 3.835 6.827
C 0.635 5.018 6.121
C 1.058 4.923 4.831
C 1.208 3.671 4.176
S 1.680 3.528 2.587
H 0.304 1.671 6.692
H 0.003 3.865 7.852
H 0.524 5.981 6.598
H 1.294 5.798 4.243
C 8.408 -0.655 1.717
C 7.081 -0.637 1.010
C 6.258 0.486 1.051
C 5.022 0.493 0.430
C 4.579 -0.628 -0.269
C 5.392 -1.753 -0.325
C 6.626 -1.749 0.312
S 2.992 -0.509 -1.036
C 2.593 -2.219 -1.417
O 2.170 0.044 2.223
H 8.821 0.349 1.808
H 9.131 -1.273 1.185
H 8.306 -1.063 2.725
H 6.588 1.369 1.585
H 4.387 1.370 0.498
H 5.082 -2.636 -0.867
H 7.249 -2.634 0.254
H 3.224 -2.605 -2.215
H 1.559 -2.209 -1.758
H 2.664 -2.851 -0.532
C -2.743 3.178 -1.233
C -2.213 3.840 0.004
C -2.686 5.234 0.295
O -1.441 3.268 0.751
H -2.875 3.889 -2.048
H -3.726 2.764 -0.986
H -2.099 2.353 -1.534
H -2.339 5.904 -0.495
H -2.311 5.573 1.257
H -3.778 5.269 0.279
*
```

The expectation value of S² is 0.822. The value obtained for the gap between HOMO and LUMO (spin up / spin down) is 7.63 / 4.98 eV.


3.
C43H67AsBBiN7O2 as an isolated structure in a non-equilibrium geometry, computed with ωB97M-V/def2-TZVPD.

```
! RIJCOSX wB97M-V def2-TZVPD def2/J DEFGRID3
* xyz 1 1
Bi 0.175 0.301 1.153
C 1.377 -3.794 1.658
C 2.356 -3.061 0.736
C 3.437 -4.025 0.250
C 1.598 -2.459 -0.407
C 1.744 -2.646 -1.778
C 0.670 -1.996 -2.374
C 0.522 -1.932 -3.862
C -0.163 -3.191 -4.407
C -0.180 -0.676 -4.354
N -0.081 -1.444 -1.392
N 0.514 -1.711 -0.202
B -1.600 -1.099 -1.239
N -1.958 0.418 -1.161
N -1.428 1.184 -0.169
C -2.163 2.294 -0.020
C -3.147 2.280 -0.993
C -3.009 1.084 -1.687
C -4.069 0.697 -2.677
C -5.056 -0.229 -1.961
C -3.640 0.118 -4.020
C -2.060 3.277 1.095
C -1.961 4.707 0.562
C -3.301 3.130 1.990
N -2.030 -1.701 0.141
N -1.730 -1.044 1.297
C -2.198 -1.758 2.330
C -2.793 -2.902 1.828
C -2.663 -2.850 0.444
C -3.219 -3.971 -0.389
C -2.628 -4.191 -1.775
C -4.746 -3.838 -0.472
C -2.109 -1.391 3.777
C -2.635 0.017 4.045
C -0.678 -1.570 4.282
H 1.904 -4.186 2.523
H 0.918 -4.628 1.131
H 0.587 -3.123 1.988
H 2.820 -2.250 1.314
H 2.982 -4.838 -0.310
H 3.967 -4.449 1.099
H 4.162 -3.529 -0.388
H 2.507 -3.197 -2.289
H 1.551 -1.928 -4.242
H -1.189 -3.258 -4.058
H 0.370 -4.082 -4.087
H -0.166 -3.165 -5.494
H -1.239 -0.744 -4.157
H -0.035 -0.573 -5.425
H 0.209 0.213 -3.867
H -2.205 -1.572 -2.121
H -3.895 3.027 -1.159
H -4.594 1.633 -2.900
H -4.544 -1.130 -1.643
H -5.872 -0.499 -2.626
H -5.469 0.263 -1.084
H -3.306 -0.910 -3.928
H -2.857 0.724 -4.468
H -4.496 0.126 -4.691
H -1.186 3.040 1.697
H -2.819 4.942 -0.059
H -1.064 4.840 -0.034
H -1.934 5.404 1.392
H -4.189 3.512 1.494
H -3.151 3.689 2.910
H -3.465 2.087 2.244
H -3.245 -3.687 2.399
H -3.005 -4.867 0.206
H -3.065 -3.506 -2.494
H -2.857 -5.203 -2.098
H -1.550 -4.069 -1.767
H -5.019 -3.003 -1.111
H -5.177 -3.674 0.514
H -5.175 -4.746 -0.887
H -2.741 -2.102 4.321
H -2.029 0.752 3.530
H -2.581 0.227 5.108
H -3.670 0.104 3.723
H 0.003 -0.953 3.704
H -0.375 -2.612 4.204
H -0.618 -1.261 5.321
O 0.963 2.733 4.580
C 0.733 2.333 3.465
O 0.007 1.303 3.195
C 1.257 3.128 2.276
C 1.851 4.369 2.563
C 2.157 5.215 1.533
C 1.859 4.819 0.211
C 2.067 5.653 -0.906
C 1.725 5.234 -2.162
C 1.186 3.952 -2.359
C 0.996 3.106 -1.300
C 1.309 3.519 0.010
N 1.030 2.702 1.052
H 2.018 4.614 3.601
H 2.590 6.185 1.721
H 2.491 6.633 -0.745
H 1.862 5.880 -3.014
H 0.934 3.629 -3.358
H 0.588 2.116 -1.443
C 5.556 -1.070 -0.829
C 5.129 -0.757 0.600
As 3.470 0.375 0.747
C 3.727 0.739 2.680
C 3.440 -0.459 3.574
C 4.372 2.057 0.154
C 4.304 2.266 -1.354
H 6.341 -1.825 -0.834
H 5.950 -0.179 -1.312
H 4.716 -1.439 -1.417
H 5.948 -0.246 1.113
H 4.956 -1.694 1.131
H 3.083 1.571 2.974
H 4.758 1.074 2.828
H 2.401 -0.779 3.468
H 3.606 -0.206 4.620
H 4.097 -1.292 3.325
H 5.414 2.023 0.486
H 3.908 2.905 0.662
H 4.801 1.457 -1.882
H 4.780 3.202 -1.643
H 3.269 2.289 -1.694
*
```

The value obtained for the gap between HOMO and LUMO is 8.08 eV.


4.
C43H67BN2O3Pb as an isolated structure in a non-equilibrium geometry, computed with ωB97M-V/def2-TZVPD.

```
! RIJCOSX wB97M-V def2-TZVPD def2/J DEFGRID3
* xyz 2 1
Pb -0.558 0.017 -0.513
C 0.316 2.401 -0.079
C 0.840 2.056 -1.364
C -0.294 1.920 -2.250
C -1.463 2.170 -1.446
C -1.096 2.531 -0.127
C -2.004 3.179 0.900
C -3.227 3.793 0.207
C -2.506 2.158 1.931
C -1.247 4.285 1.649
C -0.458 1.776 -3.764
C 0.439 2.744 -4.544
C -0.181 0.340 -4.225
C -1.894 2.134 -4.187
C 2.353 2.091 -1.579
C 3.092 1.973 -0.233
C 2.867 0.941 -2.449
C 2.766 3.442 -2.180
H 0.915 2.729 0.748
H -2.457 2.292 -1.823
H -3.865 3.027 -0.228
H -2.926 4.485 -0.575
H -3.817 4.343 0.935
H -3.040 1.347 1.436
H -3.187 2.642 2.627
H -1.668 1.765 2.503
H -0.811 4.997 0.953
H -0.456 3.866 2.268
H -1.936 4.817 2.300
H 1.479 2.443 -4.548
H 0.349 3.748 -4.141
H 0.110 2.774 -5.579
H 0.865 0.074 -4.126
H -0.461 0.219 -5.267
H -0.763 -0.368 -3.636
H -2.129 3.156 -3.901
H -2.640 1.461 -3.777
H -1.958 2.076 -5.270
H 2.745 1.102 0.324
H 2.964 2.871 0.368
H 4.160 1.866 -0.420
H 2.599 -0.016 -2.000
H 3.952 0.994 -2.530
H 2.463 0.985 -3.452
H 2.341 4.262 -1.610
H 2.442 3.545 -3.205
H 3.848 3.546 -2.165
C -4.149 -1.482 2.078
C -4.596 -0.915 0.758
C -5.795 -0.214 0.718
C -6.302 0.284 -0.465
C -5.618 0.047 -1.643
C -4.425 -0.654 -1.648
C -3.721 -0.952 -2.936
C -3.895 -1.112 -0.433
N -2.609 -1.697 -0.445
C -2.410 -2.934 -0.692
C -3.496 -3.932 -0.928
C -1.013 -3.426 -0.710
C -0.797 -4.893 -0.872
N -0.059 -2.582 -0.592
C 1.286 -2.969 -0.538
C 2.072 -3.027 -1.693
C 1.507 -2.773 -3.053
C 3.413 -3.373 -1.580
C 3.994 -3.660 -0.356
C 3.218 -3.609 0.780
C 1.863 -3.271 0.713
C 1.086 -3.206 1.949
H -4.981 -2.015 2.534
H -3.874 -0.683 2.767
H -3.325 -2.185 1.970
H -6.342 -0.080 1.636
H -7.231 0.831 -0.475
H -6.017 0.398 -2.581
H -4.215 -0.450 -3.763
H -3.729 -2.022 -3.144
H -2.681 -0.632 -2.887
H -4.472 -3.454 -0.935
H -3.502 -4.695 -0.150
H -3.357 -4.443 -1.879
H -1.379 -5.468 -0.155
H 0.253 -5.151 -0.760
H -1.115 -5.202 -1.868
H 0.531 -2.302 -3.004
H 1.409 -3.713 -3.594
H 2.186 -2.144 -3.625
H 4.004 -3.432 -2.479
H 5.035 -3.931 -0.298
H 3.649 -3.844 1.739
H 1.447 -3.879 2.720
H 0.006 -3.247 1.833
H 1.212 -2.097 2.442
C 4.743 -1.261 4.234
C 3.893 -0.205 3.532
C 4.773 0.834 2.864
O 3.148 -0.956 2.494
B 1.976 -1.188 3.040
O 1.624 -0.596 4.158
C 2.729 0.361 4.437
C 3.031 0.356 5.925
C 2.220 1.726 3.980
H 5.377 -1.741 3.492
H 4.112 -2.022 4.689
H 5.379 -0.818 4.994
H 5.425 0.335 2.151
H 5.389 1.316 3.619
H 4.199 1.582 2.329
H 3.158 -0.653 6.303
H 2.219 0.819 6.480
H 3.944 0.917 6.106
H 1.979 1.705 2.918
H 2.963 2.494 4.175
H 1.319 1.976 4.537
O -0.884 -0.782 2.205
H -0.811 -0.092 2.872
H -1.831 -0.914 2.056
*
```

The value obtained for the gap between HOMO and LUMO is 6.44 eV.